Below is a structure of composition C15H12IrN2O7Se, with properties calculated with ωB97M-V/def2-TZVPD.

Computed properties:
- multiplicity = 2
- E (eV) = -101240.528
- gap between HOMO and LUMO (spin up / spin down) (eV) = 6.72 / 6.73
- energy relative to the best compared isomer or geometry (same formula, charge and spin) (kJ/mol) = 133.4
- ⟨S²⟩ = 0.755

```
38
Properties=species:S:1:pos:R:3:forces:R:3:lowdin_spin:R:1
Ir -1.138812 -0.247728 -0.121316 0.198 -0.030 -0.283 0.606
C -2.716522 -4.065197 0.324002 0.037 -0.046 0.115 0.002
O -1.619300 -4.831262 -0.189804 -0.104 0.071 -0.242 0.001
C -0.436280 -4.256797 -0.484682 0.117 -0.088 0.103 0.004
C 0.640037 -5.121115 -0.592455 -0.053 0.001 0.082 -0.001
C 1.935460 -4.676863 -0.854234 0.033 0.049 -0.010 0.000
C 2.178300 -3.335321 -0.983918 -0.009 -0.051 0.024 -0.001
C 1.110798 -2.418009 -0.897818 0.070 0.017 0.080 0.000
C 1.453222 -1.041528 -0.987030 -0.094 0.000 -0.168 -0.005
N 0.633788 -0.037057 -0.846939 0.026 0.126 0.290 -0.008
N 1.141867 1.252985 -0.878468 -0.002 -0.008 0.055 -0.002
C 0.194779 2.092130 -0.602798 -0.061 -0.016 -0.181 0.008
O -1.061144 1.683987 -0.426988 0.124 -0.004 0.288 0.067
C 0.454177 3.534327 -0.496160 0.038 -0.005 -0.007 0.002
C -0.575787 4.390766 -0.119858 -0.011 -0.005 -0.005 0.001
C -0.327668 5.748341 0.004995 -0.005 0.002 -0.008 0.000
C 0.941001 6.249271 -0.245076 0.003 0.000 -0.006 0.001
C 1.970635 5.392792 -0.616630 -0.004 0.003 -0.002 0.000
C 1.731653 4.036663 -0.740598 -0.006 -0.003 -0.005 0.001
C -0.221174 -2.878947 -0.707384 0.058 0.120 -0.290 0.006
O -1.266120 -2.065051 -0.819895 0.090 -0.097 0.307 0.080
H -3.436933 -4.805937 0.659020 0.012 -0.001 0.019 0.000
H -3.159300 -3.438244 -0.444018 -0.016 -0.012 0.000 0.000
H -2.401424 -3.454534 1.171573 0.002 0.030 -0.025 0.001
H 0.439020 -6.174000 -0.442063 -0.004 0.000 -0.008 0.000
H 2.742515 -5.392191 -0.924128 0.003 0.003 0.000 0.000
H 3.180891 -2.962313 -1.146166 0.001 0.002 0.003 0.000
H 2.488213 -0.760109 -1.151706 -0.018 -0.024 -0.141 0.000
H -1.558496 3.988833 0.081212 0.005 -0.007 0.014 0.000
H -1.126068 6.414420 0.302848 -0.002 0.000 -0.001 0.000
H 1.131195 7.310222 -0.148084 0.002 0.000 0.009 0.000
H 2.961234 5.784621 -0.804680 0.000 0.001 -0.004 0.000
H 2.525571 3.358525 -1.020842 -0.001 -0.002 -0.003 0.000
O -0.766471 1.477473 3.060978 0.068 0.071 -0.048 0.016
Se -1.812971 0.293068 3.278111 0.126 0.031 -0.058 0.008
O -1.444862 -0.891564 4.272736 0.031 -0.033 0.066 0.001
O -1.433713 -0.744188 1.546869 -0.595 -0.138 0.066 0.197
O -3.351301 0.589527 2.991399 -0.061 0.042 -0.027 0.013
```
Forces are in eV/Å.

Below is a cluster of 14 separate species, C32H67Cl8N3O27 in total in a non-equilibrium geometry, with properties calculated with ωB97M-V/def2-TZVPD.

Computed properties:
- E (eV) = -194190.129
- gap between HOMO and LUMO (eV) = 10.61

```
137
Properties=species:S:1:pos:R:3:forces:R:3:lowdin_charge:R:1
Cl -10.714445 1.451034 -2.101613 -0.289 -0.020 0.003 0.514
C -12.344915 1.966884 -2.640893 0.363 0.565 -0.485 -0.665
C -12.684445 1.450824 -4.042973 -0.186 -0.249 0.892 -0.632
Cl -12.756605 -0.346026 -3.970453 -0.137 0.260 -0.295 0.511
H -12.306725 3.056204 -2.636513 -0.012 0.015 -0.219 0.063
H -13.088785 1.696524 -1.891463 0.162 -0.408 -0.180 0.069
H -11.987825 1.727524 -4.834323 0.118 0.007 0.360 0.070
H -13.674385 1.829454 -4.297443 -0.014 -0.178 -0.077 0.070
Cl 4.363115 2.219904 -6.669703 0.261 0.415 0.000 0.558
C 3.274735 0.970714 -6.042583 0.475 -0.627 0.115 -0.683
C 3.692525 -0.340436 -6.705363 -0.278 1.178 -0.525 -0.695
Cl 2.481185 -1.578666 -6.290763 0.452 -0.145 -0.018 0.547
H 2.257865 1.311624 -6.237113 0.119 -0.371 0.138 0.069
H 3.505875 0.805474 -4.990263 -0.478 0.599 0.106 0.070
H 4.714765 -0.521446 -6.373183 -0.269 -0.721 0.184 0.073
H 3.742325 -0.196786 -7.784713 -0.279 -0.324 0.013 0.060
Cl 0.800495 9.584814 -0.477013 -0.537 0.021 0.015 0.527
C -0.043215 8.039354 -0.178193 -0.282 -0.020 1.076 -0.690
C 0.995445 6.986024 0.161047 -0.592 -0.616 -1.627 -0.592
Cl 1.898265 6.718264 -1.428453 0.078 -0.163 1.101 0.473
H -0.749075 7.791204 -0.970843 0.822 -0.108 -0.592 0.072
H -0.753995 8.133624 0.642787 0.408 0.458 0.529 0.070
H 0.508975 6.031684 0.362747 -0.033 0.039 -0.038 0.066
H 1.652105 7.200894 1.004087 0.131 0.387 -0.476 0.075
Cl -7.080655 -5.859596 -5.071313 -0.394 -0.721 -0.084 0.571
C -7.168295 -4.107716 -4.938223 1.325 0.119 2.121 -0.738
C -7.644875 -3.483266 -6.179883 -0.833 -0.528 -0.217 -0.708
Cl -7.433665 -1.744196 -6.061553 0.287 0.531 -0.278 0.584
H -6.151815 -3.844496 -4.645733 0.065 0.367 -0.501 0.062
H -7.741795 -3.811986 -4.059733 -0.402 -0.274 -0.181 0.078
H -8.722335 -3.645236 -6.210483 0.096 -0.114 -0.548 0.075
H -7.128805 -3.970766 -7.007003 -0.144 0.628 -0.309 0.076
C -0.890475 -7.875356 -3.986213 -0.253 2.038 -0.430 0.020
N -0.632465 -8.929626 -3.043323 0.785 0.288 1.335 -0.480
O -0.996705 -10.019566 -3.365643 -0.365 -1.603 -0.292 0.082
O -0.085615 -8.652086 -1.987223 -0.028 0.001 -0.298 0.065
H -1.862185 -8.085086 -4.433323 0.388 0.136 -0.259 0.106
H -0.062565 -7.747006 -4.683493 -0.174 -0.695 -0.213 0.108
H -0.879325 -6.926256 -3.450313 -0.356 -0.160 0.161 0.099
C 4.511095 -7.013486 7.287247 -0.778 -0.778 -0.489 0.047
N 3.658035 -6.885596 6.065137 0.196 0.137 -1.480 -0.446
O 4.267375 -6.785576 4.994657 -0.710 -0.026 1.241 0.041
O 2.445465 -6.932316 6.170317 0.677 0.049 0.161 0.062
H 4.860405 -8.043056 7.209437 0.419 0.138 0.050 0.100
H 3.823815 -6.995546 8.133077 0.436 0.624 0.057 0.097
H 5.320495 -6.292196 7.174497 -0.246 -0.127 0.457 0.101
C 9.045005 -7.863786 -6.174263 0.052 -0.630 -0.372 0.037
N 9.130255 -6.955916 -4.979973 0.553 0.351 -0.179 -0.446
O 8.200225 -6.868896 -4.215383 -0.320 -0.357 -0.109 0.073
O 10.154515 -6.293886 -4.891183 -0.350 -0.451 -0.184 0.051
H 10.040195 -8.257586 -6.380683 -0.021 0.503 -0.025 0.094
H 8.645305 -7.288046 -7.009043 0.299 0.198 0.141 0.100
H 8.395535 -8.732476 -6.066363 -0.213 0.390 0.728 0.092
C -4.788025 -4.611016 4.130277 0.302 -1.260 0.673 -0.049
O -5.294385 -3.379746 4.622717 -0.125 0.475 -0.627 0.006
C -6.608225 -3.199716 4.553047 -2.017 0.473 0.755 -0.579
O -7.466545 -4.058696 4.557267 0.914 0.589 -0.381 0.119
O -6.870305 -1.862706 4.583077 1.557 -0.422 -0.280 -0.029
C -8.197335 -1.358376 4.703547 -0.070 -1.059 0.392 -0.041
H -3.711945 -4.572266 4.299547 -0.090 0.220 -0.503 0.097
H -5.080815 -4.870656 3.112937 0.166 0.672 -0.173 0.101
H -5.116685 -5.475406 4.707267 -0.360 0.210 0.372 0.091
H -8.169835 -0.283166 4.526767 0.140 -0.263 -0.203 0.093
H -8.518215 -1.545446 5.728307 -0.266 0.073 -0.022 0.096
H -8.845145 -1.905426 4.018587 -0.145 0.292 -0.009 0.094
C 1.878305 -2.549136 -0.499033 1.382 0.296 1.371 -0.045
O 0.496895 -2.452406 -0.680373 -0.738 -1.970 -1.014 0.012
C -0.184315 -1.395706 -0.358583 0.441 2.835 -0.632 -0.546
O 0.342625 -0.315906 -0.059043 -2.025 -2.089 -0.098 0.098
O -1.511565 -1.683766 -0.615153 3.045 -0.701 -0.422 -0.011
C -2.433535 -0.697646 -0.377203 -1.935 0.912 1.107 -0.098
H 2.350105 -3.370786 -1.037903 -0.810 0.002 -0.448 0.097
H 2.024195 -2.794496 0.552937 0.284 0.174 0.136 0.101
H 2.433485 -1.637216 -0.718763 -0.360 0.143 -0.081 0.098
H -3.391785 -0.984266 -0.810463 0.196 -0.353 -0.290 0.093
H -2.229555 0.300254 -0.765383 0.588 -0.097 0.216 0.101
H -2.614745 -0.731026 0.697117 -0.074 0.843 0.153 0.100
C 3.464975 -0.127636 11.723517 1.154 -0.351 0.097 -0.027
O 3.072745 -0.907936 10.560227 -0.336 0.993 0.547 0.001
C 2.187655 -0.336316 9.747797 -2.491 3.166 -0.441 -0.478
O 1.552605 0.774254 9.938877 2.965 -5.170 -1.075 0.045
O 2.090505 -1.177276 8.655717 1.006 0.395 2.881 -0.021
C 1.351455 -0.785366 7.567667 -1.096 0.975 -1.705 -0.096
H 4.364225 -0.608786 12.108147 -0.128 -0.461 -0.165 0.087
H 2.760375 -0.129506 12.555157 -0.436 0.162 -0.569 0.098
H 3.844545 0.859084 11.458167 -0.770 0.138 -0.219 0.098
H 1.559925 -1.435716 6.718147 0.422 -0.158 0.259 0.095
H 1.623775 0.230744 7.282227 -0.245 0.090 -0.046 0.099
H 0.272465 -0.862606 7.701447 -0.041 0.213 0.431 0.098
C -3.340615 5.945184 -5.908963 -0.078 -0.621 -1.841 -0.038
O -3.322845 7.316784 -5.648363 -0.320 1.148 2.011 0.006
C -2.831545 8.182304 -6.478733 2.038 1.628 -3.772 -0.510
O -2.418975 7.946454 -7.649523 -1.349 0.936 3.957 0.070
O -2.817895 9.437104 -5.847703 -0.874 -2.654 -0.610 -0.035
C -2.259165 10.590574 -6.435223 0.864 0.419 -0.159 -0.074
H -2.333335 5.549234 -6.038173 0.042 -0.014 0.428 0.104
H -3.806035 5.846944 -6.889703 -0.206 -0.478 0.001 0.097
H -3.931475 5.431174 -5.150823 0.281 0.305 0.032 0.102
H -1.185305 10.466954 -6.575333 0.069 -0.069 0.075 0.094
H -2.430185 11.368224 -5.690833 0.056 -0.040 -0.089 0.092
H -2.645805 10.944524 -7.390903 -0.525 -0.560 -0.019 0.092
C 8.571595 4.851964 -1.790303 -0.935 0.375 -0.290 -0.051
O 9.341265 3.667224 -1.783993 1.463 0.197 0.646 -0.010
C 8.785805 2.496894 -1.459223 -2.715 -0.055 -0.414 -0.574
O 7.569515 2.325364 -1.279513 2.923 -0.057 -0.026 0.088
O 9.769985 1.603244 -1.505983 0.526 -0.374 0.601 -0.009
C 9.576105 0.189624 -1.236413 -1.350 0.551 -1.034 -0.011
H 9.112375 5.757784 -2.064453 0.892 -0.733 -0.826 0.089
H 8.253025 5.217594 -0.814123 -0.695 -1.036 0.270 0.097
H 7.794045 4.640784 -2.524413 -0.517 0.689 0.466 0.102
H 8.966575 -0.186636 -2.057993 -0.030 -0.186 -0.040 0.091
H 8.984545 0.013814 -0.337943 0.475 0.142 0.218 0.094
H 10.537675 -0.319926 -1.298493 -0.042 0.471 0.426 0.095
C -6.378305 5.815654 2.382907 1.387 -1.744 0.475 -0.071
O -7.260635 6.658064 1.678517 -0.529 0.364 0.087 0.022
C -7.237375 6.678864 0.340207 2.858 -1.424 -0.974 -0.597
O -6.431345 6.049734 -0.334773 -1.148 0.599 0.622 0.099
O -8.108325 7.528184 -0.123203 -2.022 0.751 1.159 0.023
C -8.125575 7.907184 -1.473293 1.497 0.075 -1.512 -0.045
H -5.519005 5.379004 1.873937 -0.011 0.862 -1.082 0.088
H -6.805135 4.863384 2.697717 -1.019 0.347 0.217 0.092
H -5.916945 6.275104 3.257067 -0.683 0.607 -0.077 0.094
H -8.990105 8.476044 -1.815463 -0.364 -0.278 0.991 0.096
H -7.989785 7.066374 -2.153503 -0.065 -0.197 0.234 0.096
H -7.268835 8.563154 -1.627503 0.111 0.034 -0.143 0.101
C 10.194725 -4.711436 6.186377 0.351 0.597 0.539 -0.036
O 9.186415 -4.247316 5.289517 -0.236 -0.467 -0.042 0.000
C 8.828315 -2.975346 5.370927 1.216 2.967 1.821 -0.535
O 9.374335 -2.082876 6.093127 -2.123 -3.176 -2.606 0.061
O 7.785165 -2.815906 4.532277 1.088 -0.940 1.081 -0.009
C 7.128845 -1.581796 4.442567 -0.386 0.956 0.011 -0.060
H 10.441575 -5.755426 5.993437 -0.185 0.261 -0.553 0.095
H 9.845615 -4.668016 7.218047 -0.119 0.213 -0.009 0.096
H 11.054605 -4.049086 6.086427 0.149 -0.281 0.103 0.097
H 7.740225 -0.888666 3.864737 -0.315 -0.027 -0.352 0.099
H 6.912795 -1.062786 5.376407 0.326 -0.469 0.415 0.095
H 6.162075 -1.841536 4.011297 0.231 0.368 -0.404 0.098
```
Forces are in eV/Å.

Below is an isolated molecule of C6H12O in a non-equilibrium geometry, with properties calculated with ωB97M-V/def2-TZVPD.

Computed properties:
- SMILES = CCO[C@H]1C[C@H]1C
- E (eV) = -8460.302
- gap between HOMO and LUMO (eV) = 10.01
- energy relative to the best compared isomer or geometry (same formula, charge and spin) (kJ/mol) = 390.9

```
19
Properties=species:S:1:pos:R:3:forces:R:3:lowdin_charge:R:1
C 2.697799 0.715889 0.066397 0.033 0.028 0.014 -0.074
C 1.612323 -0.292346 -0.249928 0.211 0.011 -0.204 -0.292
O 0.625395 -0.206662 0.756924 -0.059 0.097 -0.008 -0.110
C -0.460916 -1.044806 0.508862 -0.287 0.289 -0.492 -0.349
C -1.714888 -0.832326 1.252005 -0.581 0.908 -0.457 -0.039
C -1.650098 -0.539127 -0.274553 0.386 0.963 -1.729 -0.257
C -1.652877 1.040744 -0.628675 0.289 -0.833 -0.393 -0.052
H 3.135852 0.506642 1.046481 -0.053 0.021 -0.121 0.078
H 2.285151 1.729108 0.086728 0.044 -0.131 -0.011 0.077
H 3.491147 0.677505 -0.686106 -0.097 -0.005 0.082 0.076
H 2.030214 -1.312951 -0.284795 -0.085 0.126 0.023 0.121
H 1.168407 -0.093154 -1.239323 0.051 -0.028 0.131 0.117
H -0.135196 -2.058148 0.221948 -0.480 0.249 0.442 0.157
H -2.101755 0.220187 0.913226 0.099 -1.367 4.102 0.099
H -2.261500 -1.678859 1.698667 -0.007 0.866 -0.529 0.102
H -2.216923 -1.127199 -0.979577 0.331 -0.275 -0.277 0.121
H -0.637583 1.232499 -0.965378 -0.076 0.329 -0.388 0.054
H -2.391409 1.248721 -1.408584 0.284 -0.116 -0.050 0.070
H -1.823151 1.814283 0.165681 -0.004 -1.131 -0.134 0.098
```
Forces are in eV/Å.

Below is an isolated molecule of C3H3BrO in a non-equilibrium geometry, with properties calculated with ωB97M-V/def2-TZVPD.

Computed properties:
- SMILES = CC1=C(Br)O1
- E (eV) = -75245.109
- gap between HOMO and LUMO (eV) = 8.55
- energy relative to the best compared isomer or geometry (same formula, charge and spin) (kJ/mol) = 330.1

```
8
Properties=species:S:1:pos:R:3:forces:R:3:lowdin_charge:R:1
C 1.182827 0.217819 0.102849 0.693 0.385 0.766 -0.041
C -0.213084 -0.120370 -0.061324 -3.315 0.604 0.446 -0.237
C -1.511378 -0.153111 -0.125791 2.804 0.296 0.089 -0.727
Br -3.202234 0.530856 -0.073921 0.194 -0.261 -0.051 0.809
O -0.880530 -1.450844 -0.377913 -0.253 -0.134 -0.003 -0.103
H 1.638433 -0.491429 -0.618124 0.731 0.770 0.667 0.105
H 1.555479 0.176730 1.163844 -0.400 -1.174 -0.826 0.103
H 1.430485 1.290352 -0.009620 -0.453 -0.485 -1.089 0.092
```
Forces are in eV/Å.

Below is a structure of composition C5H5O6S in a non-equilibrium geometry, with properties calculated with ωB97M-V/def2-TZVPD.

Computed properties:
- E (eV) = -28385.076
- gap between HOMO and LUMO (eV) = 7.86
- total charge = -1
- energy relative to the best compared isomer or geometry (same formula, charge and spin) (kJ/mol) = 401.5

```
17
Properties=species:S:1:pos:R:3:forces:R:3:lowdin_charge:R:1
C -0.737415 -1.420680 -0.049256 -0.901 -0.993 -0.955 -0.707
C 1.148558 -0.283161 0.958830 2.407 -0.465 0.186 -0.478
C -1.324692 -2.341874 -1.021539 2.889 -3.461 -1.207 -0.043
C 0.938225 0.921427 0.271794 -0.413 -0.550 1.128 -0.318
C 1.092479 2.289857 0.973575 3.186 -3.348 0.636 -0.066
O -1.401333 -0.213391 -0.052290 1.070 0.963 -0.580 -0.087
O -1.481592 -2.479888 0.387891 -1.218 -0.357 1.018 0.066
O 1.966831 -0.540718 1.849991 -1.431 0.436 -0.687 0.019
O -1.041493 2.093708 -0.883860 0.248 -1.151 0.193 -0.323
O 0.061057 0.356927 -2.175547 -0.618 -0.954 1.112 -0.285
O 0.530623 -1.450289 0.379856 0.724 0.370 0.235 0.102
S -0.317642 0.824436 -0.855067 -0.703 3.196 -0.493 0.720
H -0.776543 -3.242722 -1.556948 -0.565 1.934 1.381 0.151
H -2.192738 -2.140751 -1.558376 -1.472 0.961 -0.688 0.085
H 1.657546 2.183938 1.958569 -1.093 -0.133 -1.152 0.105
H 0.141476 2.623421 1.032346 -2.695 1.974 0.635 0.014
H 1.736654 2.819760 0.340032 0.584 1.578 -0.761 0.044
```
Forces are in eV/Å.

> What is the E in the first record?

-101240.528 eV

> Among the records above, which one has the lowest E?

C32H67Cl8N3O27